No. 1
C12H11AlF6IN4O4Sb | ωB97M-V/def2-TZVPD

Its multiplicity is 2. As for the largest force on an atom: 1.134 eV/Å. As for the total energy: -2362.72374 Ha. For the LUMO energy (spin up / spin down), the calculation gives -10.14 / -11.87 eV. Its total charge is +3. For the HOMO-LUMO gap (spin up / spin down), the calculation gives 8.13 / 6.97 eV. The calculation puts the energy above the lowest of the compared OMol25 structures with the same formula, charge and spin at 0.6589 eV.

```
40
Properties=species:S:1:pos:R:3:forces:R:3
Al 0.11761 0.01892 0.25743 -0.22 -0.07 1.11
O -0.00831 3.53802 -1.60142 -0.02 -0.02 0.02
C -0.09824 2.52799 -0.81593 0.01 -0.01 0.04
O 0.31346 1.38364 -1.07917 0.16 0.01 -0.15
C -0.75632 2.74682 0.50656 -0.05 -0.04 -0.05
C -1.34790 3.88914 1.01293 -0.02 -0.01 0.00
C -1.95431 3.78432 2.26414 0.00 0.01 0.01
C -1.96261 2.56908 2.94767 0.00 -0.01 -0.01
C -1.33977 1.48405 2.35326 0.05 -0.01 0.01
N -0.74901 1.59942 1.17172 -0.01 0.10 -0.21
C -1.18832 0.05541 2.81141 -0.09 0.04 -0.01
O -1.70386 -0.42301 3.88878 0.03 0.04 -0.02
O -0.53011 -0.66828 2.06478 0.22 0.01 0.13
H 0.41683 3.32937 -2.45534 0.00 0.00 0.00
H -1.34840 4.81803 0.45843 0.00 0.00 0.00
H -2.43224 4.65006 2.70426 0.00 0.00 0.00
H -2.44641 2.49616 3.91329 -0.01 0.01 0.00
H -2.22974 0.19687 4.41962 0.00 -0.01 0.01
C 4.35735 0.34359 1.81666 -0.04 -0.01 0.02
C 2.99421 0.31309 1.33191 0.04 0.03 0.07
N 1.91022 0.29445 0.95896 0.05 0.04 -0.22
H 4.72694 -0.67826 1.91351 -0.01 -0.01 0.00
H 4.37891 0.83077 2.79271 0.00 0.00 0.00
H 4.98224 0.89841 1.11617 -0.01 0.00 -0.01
F -1.35113 -0.67900 -0.41435 0.00 -0.03 -0.19
Sb -1.15424 -2.85733 0.13900 0.06 0.12 -0.28
F 0.56959 -1.79454 0.16637 0.01 0.12 -0.13
F -2.54700 -2.29668 1.22259 -0.03 0.03 0.11
F -0.49916 -3.79740 1.57974 -0.06 -0.08 0.04
F -2.35710 -2.83749 -1.28739 -0.17 -0.08 -0.03
F -0.16806 -3.94487 -1.00141 0.13 -0.05 -0.10
I 1.87147 -4.13680 -5.68707 0.05 -0.06 -0.07
C 0.92990 -2.92263 -4.44144 -0.04 0.02 0.04
C -0.47042 -2.77446 -4.30571 0.03 0.04 0.04
N -0.64256 -1.87468 -3.36562 -0.04 -0.06 -0.07
N 0.53118 -1.39532 -2.82634 -0.03 -0.15 -0.12
C 1.47789 -2.01830 -3.47056 -0.02 0.05 0.03
H -1.28474 -3.26087 -4.82104 -0.01 0.00 0.01
H -1.52760 -1.57259 -2.97836 0.00 0.01 -0.01
H 2.51973 -1.83508 -3.26073 0.00 -0.01 0.01
```
Positions in Å, forces in eV/Å.

No. 2
C30H29MgN7O7S2 | ωB97M-V/def2-TZVPD

As for the largest force on an atom: 0.779 eV/Å. As for the total energy: -3067.32066 Ha. For the LUMO energy, the calculation gives 3.79 eV. Its total charge is -2. For the HOMO-LUMO gap, the calculation gives 5.14 eV. The calculation puts the energy above the lowest of the compared OMol25 structures with the same formula, charge and spin at 0.2135 eV.

```
76
Properties=species:S:1:pos:R:3:forces:R:3
Mg -0.48579 0.89096 0.60012 0.59 0.06 -0.51
N -2.11922 4.05339 6.31876 0.07 0.03 0.00
C -2.12587 2.83552 5.60030 0.00 0.02 0.01
C -2.53063 2.81662 4.27001 0.02 -0.03 -0.01
C -2.52151 1.63085 3.56414 0.00 -0.01 -0.01
C -2.10363 0.45584 4.17484 0.03 -0.01 -0.04
C -1.70874 0.46360 5.50202 0.03 -0.01 0.01
C -1.73731 1.64922 6.21990 -0.02 0.00 -0.02
S -1.92772 -0.99809 3.18089 -0.10 -0.12 0.08
O -1.67779 -2.11498 4.06426 -0.04 0.06 -0.04
O -3.09188 -1.07213 2.33139 0.02 0.04 0.00
N -0.68633 -0.68046 2.20475 -0.25 0.02 0.02
C 0.57397 -0.60026 2.66464 -0.14 0.12 0.16
N 1.45127 -0.28995 1.67683 0.09 0.05 0.20
C 2.70938 -0.10659 2.02070 -0.06 0.04 -0.03
C 3.15292 -0.25484 3.32894 0.17 0.02 -0.18
C 2.17860 -0.56403 4.25828 -0.05 0.01 0.21
N 0.90392 -0.72904 3.96566 0.04 -0.13 -0.05
H -2.01694 4.84145 5.69241 -0.02 -0.03 0.03
H -1.37731 4.07901 7.00560 -0.05 0.00 -0.03
H -2.76659 3.73142 3.74082 -0.01 0.03 0.01
H -2.80103 1.64028 2.52010 0.00 0.00 -0.02
H -1.35416 -0.45546 5.94747 0.00 -0.02 0.00
H -1.42170 1.66452 7.25779 0.00 0.01 0.02
H 3.38635 0.18843 1.22266 0.00 0.00 -0.01
H 4.18337 -0.09983 3.61394 0.01 0.03 -0.01
H 2.43765 -0.66090 5.31078 0.01 -0.01 0.01
O -1.75357 4.08776 1.26568 0.06 0.00 0.03
S -0.43291 3.52277 0.98680 0.04 -0.05 -0.05
O 0.63528 4.51882 1.03478 0.06 -0.04 -0.04
O -0.14682 2.38003 1.95240 -0.08 -0.16 0.16
O -0.41787 2.78008 -0.33115 -0.37 0.25 0.09
C -1.84391 -0.08614 -0.87523 0.27 -0.07 -0.01
C -1.03049 -1.04781 -1.55962 -0.20 0.01 -0.17
C -0.43427 -0.76296 -2.81749 -0.06 -0.03 -0.03
C 0.35840 -1.67495 -3.48702 0.05 0.07 -0.01
C 0.64635 -2.92373 -2.93764 0.07 -0.02 0.03
C 0.07770 -3.22901 -1.69811 -0.03 -0.01 0.02
C -0.74572 -2.33733 -1.03754 0.11 0.01 0.05
H -2.61065 -0.48563 -0.21467 0.03 -0.04 0.02
H -2.16312 0.74654 -1.49740 -0.09 0.03 0.04
H -0.62365 0.20737 -3.26264 0.00 0.03 0.00
H 0.76898 -1.40210 -4.45540 0.02 -0.01 -0.01
H 1.26989 -3.63966 -3.46054 -0.02 -0.02 -0.02
H 0.27249 -4.19454 -1.24188 0.01 -0.01 0.00
H -1.17080 -2.60505 -0.07722 -0.01 0.00 0.03
C 7.34616 0.64943 2.76945 0.00 0.01 0.01
C 7.06272 0.18049 1.36868 0.00 -0.02 -0.03
C 6.05055 -0.73373 1.10294 0.02 0.01 0.06
C 5.77000 -1.15783 -0.18655 0.07 0.00 -0.03
C 6.50787 -0.66176 -1.25445 -0.02 -0.03 0.00
N 6.28516 -1.06156 -2.59108 0.00 0.07 -0.03
C 5.16310 -1.68331 -3.12423 -0.07 0.01 0.03
O 5.29203 -2.51933 -4.00711 0.02 0.02 0.00
N 3.94152 -1.31906 -2.63674 0.07 -0.02 -0.12
C 3.51743 -0.08703 -2.07113 0.09 -0.01 -0.07
C 4.15021 1.13670 -2.25169 -0.06 -0.05 0.05
C 3.56918 2.26080 -1.68550 -0.01 -0.02 0.00
C 2.35468 2.15068 -1.01552 0.11 0.09 -0.12
N 1.74344 0.97766 -0.88228 -0.18 0.08 0.29
C 2.32991 -0.10889 -1.35540 -0.22 -0.14 -0.06
C 7.52894 0.25005 -1.00195 -0.02 0.00 -0.02
C 7.80282 0.65803 0.29112 -0.01 0.00 0.02
H 6.61739 0.24654 3.47045 -0.01 -0.02 0.02
H 7.30051 1.73745 2.83505 0.00 0.02 0.00
H 8.33952 0.33864 3.10010 0.02 0.00 0.00
H 5.45632 -1.12712 1.91976 0.01 0.01 -0.02
H 4.97245 -1.86620 -0.35811 -0.04 -0.02 -0.01
H 7.10829 -1.28052 -3.13110 -0.06 -0.04 0.06
H 3.19068 -1.91091 -2.97637 -0.02 0.04 0.05
H 5.06657 1.20911 -2.82007 0.05 0.00 -0.02
H 4.03764 3.23116 -1.78326 0.02 0.00 0.00
H 1.84788 3.01177 -0.59011 -0.01 -0.06 -0.02
H 1.80449 -1.04684 -1.20342 0.03 -0.05 0.05
H 8.09366 0.65550 -1.83333 0.01 0.00 -0.02
H 8.59471 1.37874 0.46203 0.01 0.01 0.01
```
Positions in Å, forces in eV/Å.

No. 3
C4H7FO | ωB97M-V/def2-TZVPD

As for the largest force on an atom: 4.809 eV/Å. As for the total energy: -331.59544 Ha. For the LUMO energy, the calculation gives 0.78 eV. Its total charge is 0. For the HOMO-LUMO gap, the calculation gives 10.05 eV. Its SMILES is C[C@@]1(F)C[C@H]1O. The calculation puts the energy above the lowest of the compared OMol25 structures with the same formula, charge and spin at 3.0995 eV.

```
13
Properties=species:S:1:pos:R:3:forces:R:3
C 0.93325 0.40710 1.38212 3.95 -0.36 2.04
C -0.05060 0.47394 0.24707 1.72 -1.51 -2.44
C -0.03860 0.49168 -1.39710 -3.20 1.23 2.20
C -0.44383 -0.71172 -0.60954 -0.85 0.44 -0.31
H 0.32143 0.09072 2.28372 0.54 0.78 -0.96
H 1.67700 -0.48341 1.33061 -0.92 1.67 -0.39
H 1.67428 1.42915 1.78020 -2.61 -2.97 -1.70
H -1.02907 0.93217 -1.84841 2.70 0.00 0.68
H 0.95029 0.49317 -1.80401 -0.01 -0.04 -0.72
H -1.54820 -1.09212 -0.58210 1.99 0.81 -0.13
H 0.56366 -2.03419 0.12090 0.65 -0.60 -0.56
O 0.54933 -1.64068 -0.76848 0.17 -1.82 1.48
F -1.04505 1.09154 0.79240 -4.11 2.37 0.78
```
Positions in Å, forces in eV/Å.

No. 4
C48H56Ge2IN7PPb | ωB97M-V/def2-TZVPD

As for the largest force on an atom: 0.499 eV/Å. As for the total energy: -7231.63218 Ha. For the LUMO energy, the calculation gives 2.47 eV. Its total charge is -1. For the HOMO-LUMO gap, the calculation gives 6.65 eV.

```
116
Properties=species:S:1:pos:R:3:forces:R:3
Pb 1.42479 0.59975 -0.03206 -0.19 -0.38 0.17
C 0.30285 -0.49639 -7.56205 0.02 0.02 0.05
C -0.40442 -1.54704 -6.99810 0.01 0.01 0.05
C -0.44793 -1.70220 -5.61550 -0.03 -0.06 -0.05
C 0.20767 -0.80381 -4.78139 0.04 0.02 0.01
C 0.90597 0.26153 -5.35931 -0.01 0.02 -0.02
C 0.96237 0.40871 -6.73594 -0.03 -0.06 0.01
P 0.18758 -0.81833 -2.94699 -0.04 0.05 -0.05
C -0.85296 -2.27840 -2.54586 0.01 -0.03 -0.06
C -0.37848 -3.43658 -1.93268 0.00 0.00 0.04
C -1.25723 -4.43571 -1.52581 -0.01 0.03 -0.03
C -2.62200 -4.29909 -1.73627 0.04 0.04 0.00
C -3.10671 -3.15206 -2.35370 0.05 0.02 0.00
C -2.23052 -2.15182 -2.74715 -0.04 0.05 -0.01
C 1.86729 -1.43270 -2.55226 -0.09 -0.13 -0.09
C 2.54573 -2.33256 -3.37876 0.03 -0.02 -0.01
C 3.77665 -2.84742 -3.00383 -0.04 0.08 0.06
C 4.32794 -2.46590 -1.78521 -0.08 0.01 -0.02
C 3.65496 -1.56082 -0.97404 -0.01 -0.07 -0.09
C 2.42145 -1.01299 -1.34071 0.11 0.03 0.14
H 0.33884 -0.37911 -8.63809 0.00 0.01 0.00
H -0.92386 -2.25488 -7.63299 0.00 0.00 0.00
H -1.00079 -2.53106 -5.18878 0.01 0.02 0.00
H 1.40173 0.98294 -4.71540 -0.01 -0.02 -0.01
H 1.51189 1.23733 -7.16553 0.00 0.00 0.00
H 0.68330 -3.55702 -1.75386 -0.01 0.02 -0.02
H -0.86894 -5.32367 -1.04021 0.00 0.00 0.00
H -3.30517 -5.07480 -1.41299 0.00 0.00 0.00
H -4.17122 -3.02291 -2.50753 0.00 0.00 0.00
H -2.62117 -1.24610 -3.20081 0.02 -0.05 0.02
H 2.10431 -2.63660 -4.32229 -0.02 0.02 0.01
H 4.29711 -3.54252 -3.65143 0.00 0.00 0.00
H 5.28297 -2.86985 -1.46808 0.00 0.00 -0.01
H 4.11015 -1.29159 -0.02881 0.02 0.04 0.04
C -0.58386 0.03029 0.47812 0.04 -0.06 -0.31
Ge -2.08454 1.07134 -0.09563 -0.07 -0.11 0.32
C -2.64259 1.38714 -1.96737 0.00 -0.04 -0.31
C -1.81159 2.04848 -2.87819 -0.02 -0.06 0.01
C -2.17590 2.21745 -4.20786 -0.05 -0.05 0.03
C -3.39226 1.72590 -4.66591 0.02 -0.01 0.05
C -4.23869 1.07470 -3.77956 0.04 0.01 0.06
C -3.86352 0.90665 -2.44847 -0.02 0.08 -0.03
C -3.61204 0.05751 0.65133 -0.17 0.04 0.02
C -4.87760 0.63134 0.80750 0.02 -0.12 0.05
C -5.94635 -0.10171 1.31040 0.05 -0.02 -0.01
C -5.76926 -1.43480 1.66307 0.01 0.03 -0.02
C -4.52130 -2.02378 1.51307 0.03 0.07 -0.02
C -3.45525 -1.27889 1.01741 -0.06 -0.03 0.00
C -2.15387 2.83270 0.77837 -0.02 0.16 0.06
C -2.75632 2.98285 2.02944 0.06 0.03 -0.01
C -2.74161 4.20357 2.69571 0.01 -0.04 0.01
C -2.11651 5.30203 2.12095 -0.01 -0.01 -0.02
C -1.52089 5.17549 0.87323 -0.02 -0.06 0.00
C -1.54920 3.95540 0.20907 0.02 -0.03 0.11
H -0.61196 -0.90623 -0.10850 -0.09 0.08 0.09
H -0.83760 2.40285 -2.56338 -0.05 0.00 0.00
H -1.49509 2.71181 -4.89120 0.00 0.00 0.01
H -3.67174 1.84120 -5.70629 -0.01 0.00 0.00
H -5.19041 0.68530 -4.12377 0.01 0.00 0.01
H -4.53605 0.37628 -1.78358 0.02 0.00 -0.01
H -5.03152 1.67112 0.53514 0.00 0.00 -0.01
H -6.91765 0.36514 1.42628 0.00 0.00 0.00
H -6.60032 -2.01010 2.05358 0.00 0.00 0.00
H -4.37434 -3.06251 1.78553 0.00 -0.01 -0.01
H -2.47987 -1.74397 0.91395 -0.01 0.01 0.00
H -3.23811 2.13210 2.50088 0.02 0.01 -0.01
H -3.21852 4.29425 3.66658 0.00 0.00 -0.02
H -2.09819 6.25354 2.63915 0.00 0.01 0.01
H -1.02299 6.02372 0.41885 0.00 0.00 0.00
H -1.06071 3.87897 -0.75399 0.02 -0.01 -0.06
I 1.86275 2.70518 -1.93552 0.22 0.35 -0.28
C 1.34242 -3.13508 1.33797 -0.10 0.00 0.07
C 1.38883 -4.49425 2.08629 0.01 0.04 -0.02
N 1.34620 -4.27870 3.53670 0.02 0.09 -0.02
C 0.17435 -3.44961 3.84497 -0.02 0.01 -0.05
C 0.31492 -2.05015 3.18873 0.03 0.05 -0.01
N 1.47620 -2.03126 2.29470 0.13 -0.06 0.04
C 2.68444 -2.23518 3.09553 -0.04 -0.13 -0.03
C 2.55034 -3.54087 3.93172 0.00 0.05 -0.02
H 0.39232 -2.99837 0.81734 -0.01 0.00 -0.01
H 2.13364 -3.05850 0.59271 0.04 0.00 -0.01
H 2.30633 -5.04170 1.85625 0.00 -0.01 0.00
H 0.54627 -5.13096 1.80570 -0.01 0.00 0.00
H 0.07995 -3.37343 4.93062 0.00 0.00 0.01
H -0.71118 -3.97167 3.47422 0.01 -0.01 0.00
H 0.46341 -1.27698 3.94558 0.02 0.02 0.03
H -0.56139 -1.76845 2.60269 -0.03 0.00 -0.02
H 2.82911 -1.36429 3.73946 -0.01 0.01 0.01
H 3.53742 -2.28612 2.41389 0.00 0.00 -0.01
H 2.46971 -3.31934 4.99861 0.00 0.00 0.01
H 3.41771 -4.19109 3.79494 0.00 -0.01 -0.01
N 0.35372 3.92502 5.70044 -0.09 -0.16 -0.15
N 0.25409 3.13445 4.55295 0.05 0.15 0.18
N -0.28964 1.94231 4.56815 0.06 -0.04 -0.11
C -0.12067 1.58132 3.29747 -0.07 0.01 -0.12
N 0.50739 2.52491 2.57789 0.20 0.12 0.37
N 0.74320 3.51945 3.41028 -0.35 -0.22 -0.10
H -0.59819 4.06265 6.02688 0.03 0.09 0.02
H 0.72094 4.81251 5.37072 -0.01 0.00 0.02
H -0.47020 0.66507 2.83899 0.03 0.00 0.04
C 2.93590 4.39553 1.34420 -0.28 0.10 -0.08
Ge 3.81607 2.74180 1.84760 0.03 0.04 0.02
C 3.93367 2.64147 3.80185 0.06 -0.05 0.14
C 5.67180 2.89798 1.23392 0.13 0.00 -0.06
C 3.18353 1.01237 1.21991 -0.01 0.01 0.13
H 3.37172 5.19247 1.95315 -0.04 0.03 -0.02
H 1.85895 4.35778 1.51940 0.23 0.06 -0.10
H 3.11046 4.60766 0.29157 0.03 0.03 -0.02
H 4.47507 3.50821 4.18968 -0.03 -0.02 0.01
H 4.48361 1.74014 4.08449 0.00 0.03 0.03
H 2.95249 2.60782 4.27431 0.03 -0.03 0.00
H 6.15148 3.76931 1.68621 0.01 -0.02 -0.03
H 5.70747 3.00825 0.14784 0.00 -0.01 0.03
H 6.24064 2.00675 1.50882 0.02 0.03 -0.01
H 3.04514 0.37691 2.09784 0.01 -0.05 -0.02
H 3.99164 0.59520 0.62287 0.11 -0.03 0.02
```
Positions in Å, forces in eV/Å.

Q: Which of these has the lowest total charge?
A: C30H29MgN7O7S2

Q: The highest total charge belongs to which entry?
A: C12H11AlF6IN4O4Sb

Q: Which of these has the highest total charge?
A: C12H11AlF6IN4O4Sb